Entry 1:
Computed, not measured: a cluster of 2 separate species, C23H28N4O3S in total at a distorted geometry, with the ωB97M-V functional and the def2-TZVPD basis.

Output
multiplicity: 1
F_max: 0.0409 hartree/bohr
structure (SMILES): Oc1c(Cc2ccccn2)ccc2cccnc12.CNC(=O)[C@H](CCSC)NC(C)=O
energy relative to the best compared isomer or geometry (same formula, charge and spin): 0.171 eV

CARTESIAN COORDINATES (ANGSTROEM)
N: -0.5297 4.1385 5.5942
H: -3.9116 3.8221 2.5217
C: -1.0939 5.2135 6.1695
C: 0.7021 -4.3212 -2.1298
H: -2.7059 6.6339 6.2137
H: 1.5581 -2.0651 -3.4539
C: 0.5323 -1.5187 -5.9264
S: 0.4760 -0.2779 -4.6074
H: 2.6513 -2.2743 -1.5048
C: 1.1731 2.1203 -1.5114
N: 0.2693 -2.6065 -0.2451
H: -0.9626 -2.5085 -3.4329
H: 1.5462 2.4963 -2.4579
C: -2.9755 3.4470 2.9248
H: 2.8001 -0.7705 -0.5842
H: 0.8234 2.6102 5.2061
H: 0.3292 -1.0377 -6.8835
C: 0.6810 -6.2837 -3.6485
H: 1.4686 -6.7089 -3.0206
H: -0.4503 -2.6407 0.4588
C: -0.1282 -3.1496 -1.5630
H: -0.2195 -2.2856 -5.7433
H: 3.5089 -2.2789 0.0307
C: -2.2948 5.7636 5.7145
H: -0.5964 5.6717 7.0187
H: 1.9599 1.7148 1.7487
O: 1.8807 -4.4890 -1.8402
C: -2.3652 2.3400 2.3278
H: -0.9084 -4.9527 -3.1706
H: 1.2153 -0.6981 -2.3882
C: -0.5518 2.4560 3.9272
N: -0.6250 1.0767 -0.3098
H: 2.9539 2.6049 -0.3762
H: 1.1242 -5.9611 -4.5923
C: 1.4032 1.6821 0.8176
C: 1.9537 2.1799 -0.3606
H: -2.8266 1.8745 1.4604
H: -1.2493 -0.1019 1.8943
C: -0.5021 0.6673 2.1059
N: 0.0627 -5.1396 -2.9774
O: 1.4198 -1.8746 1.4700
H: 0.2648 0.2029 2.7319
C: -0.1074 1.5661 -1.4483
C: -2.3742 4.0713 4.0245
H: 1.5213 -1.9769 -5.9585
O: 0.6395 2.0184 4.4479
H: -1.1024 -3.5963 -1.3649
C: -1.1516 1.8349 2.8168
C: 0.1114 1.1402 0.8172
C: 1.4056 -2.1272 0.2754
H: -1.0886 -1.3072 -2.1583
C: 2.6707 -1.8478 -0.5131
H: -0.7042 1.5230 -2.3538
C: -0.4245 -2.0497 -2.6029
H: -3.8865 5.6039 4.2614
C: -1.1550 3.5724 4.5358
H: -0.0666 -7.0539 -3.8449
C: -2.9515 5.1891 4.6277
C: 0.8032 -1.3316 -3.1706

***

Entry 2:
Computed, not measured: a cluster of 2 separate species, C4H11OS in total at a distorted geometry, with the ωB97M-V functional and the def2-TZVPD basis.

Output
multiplicity: 1
F_max: 0.0737 hartree/bohr
net charge: -1
energy relative to the best compared isomer or geometry (same formula, charge and spin): 1.787 eV

CARTESIAN COORDINATES (ANGSTROEM)
H: 3.2433 -0.0141 -0.9960
H: 2.9255 1.0457 1.1512
C: -2.1149 -0.3399 0.5145
H: 1.1352 0.8420 1.1687
H: 2.3889 -0.5901 1.3430
S: 0.8678 -1.0442 -1.1578
H: -2.1645 1.3601 -0.6638
H: 1.8599 1.0385 -1.1848
C: 2.1425 0.3233 0.8594
C: 2.2052 0.1955 -0.6720
C: -1.5709 0.4505 -0.6077
H: -1.7421 0.0219 1.4265
O: -2.2021 -1.8567 0.5098
H: -3.1908 -0.0893 0.6368
H: -0.5452 0.7284 -0.5304
H: -1.4872 -2.0651 -0.1387
H: -1.7506 -0.0066 -1.6588

***

Entry 3:
Computed, not measured: an isolated molecule of C6H7N at a distorted geometry, with the ωB97M-V functional and the def2-TZVPD basis.

Output
multiplicity: 1
F_max: 0.0769 hartree/bohr
structure (SMILES): C#C[C@@]1(C)NC1=C
energy relative to the best compared isomer or geometry (same formula, charge and spin): 5.219 eV

CARTESIAN COORDINATES (ANGSTROEM)
C: -0.0157 -1.8926 -1.2786
C: -1.3407 0.1959 0.8921
H: -2.1820 -0.0008 0.2338
C: 0.0920 -0.6493 -0.9017
H: 2.9108 1.7037 1.8529
H: 0.5333 -2.6846 -0.7940
C: -0.0476 0.4669 0.0349
N: -0.2849 0.8658 -1.3169
H: -1.5274 1.1180 1.4367
H: -1.1763 -0.6340 1.5747
C: 2.0660 1.3180 1.3584
C: 1.1127 0.8812 0.7745
H: -0.5545 -2.1827 -2.1704
H: 0.4143 1.4946 -1.6964

***

Entry 4:
Computed, not measured: a cluster of 2 separate species, C4H14N2O in total at a distorted geometry, with the ωB97M-V functional and the def2-TZVPD basis.

Output
multiplicity: 1
F_max: 0.0564 hartree/bohr
structure (SMILES): CNCCCN.O
energy relative to the best compared isomer or geometry (same formula, charge and spin): 2.126 eV

CARTESIAN COORDINATES (ANGSTROEM)
H: 2.9770 2.0003 -1.0731
H: -1.9020 -1.8084 -0.0677
H: -0.7792 0.8424 0.9783
H: 1.3920 1.7884 -1.0775
H: -2.8613 -0.3413 0.1854
H: -0.9880 -0.3415 2.1832
H: 0.7664 -0.1630 0.1183
H: -2.3321 -0.0676 -1.9498
O: 2.2529 1.4165 -0.8544
H: 1.8483 0.0667 2.0363
H: 2.3450 -1.5227 1.6515
N: -0.5260 0.9617 -1.4483
H: -0.7693 -0.9686 -1.8660
C: -1.4298 -0.2244 -1.3614
H: 0.9835 -1.1985 2.8672
H: -0.5604 1.4553 -2.3413
H: -0.8723 1.6908 -0.8275
N: 0.4620 -0.8527 0.7957
C: -0.8852 -0.2442 1.1051
C: 1.4302 -0.9567 1.8564
C: -1.8301 -0.7283 0.0334

***

Entry 5:
Computed, not measured: an isolated molecule of C6H4O at a distorted geometry, with the ωB97M-V functional and the def2-TZVPD basis.

Output
multiplicity: 1
F_max: 0.0216 hartree/bohr
energy relative to the best compared isomer or geometry (same formula, charge and spin): 4.728 eV

CARTESIAN COORDINATES (ANGSTROEM)
H: 0.6446 -2.2238 -0.1573
C: -0.3459 -0.5148 -1.1095
C: -0.3699 0.9174 -0.6383
H: -0.5888 1.7201 -1.3396
H: -1.0360 -0.9321 -1.8325
C: 0.6949 -0.0562 1.9542
O: 0.9283 1.0740 -0.0413
C: -0.3496 0.3588 2.5583
H: -1.0222 0.9249 0.2851
C: 0.9372 -0.1064 0.6259
C: 0.5075 -1.1618 -0.3049

***

Entry 6:
Computed, not measured: a cluster of 2 separate species, C6H11N2O in total at a distorted geometry, with the ωB97M-V functional and the def2-TZVPD basis.

Output
multiplicity: 1
F_max: 0.1349 hartree/bohr
net charge: +1
energy relative to the best compared isomer or geometry (same formula, charge and spin): 3.634 eV

CARTESIAN COORDINATES (ANGSTROEM)
H: -1.8135 -1.9345 0.4714
C: 1.1229 2.4420 0.2617
H: -1.2642 -0.5303 1.4827
C: -2.3444 3.7370 -0.5071
N: -3.5517 3.8392 -0.5357
H: -4.1823 4.5904 -0.6426
N: 0.8734 1.4864 -0.3564
H: -0.1190 -1.5198 -1.1730
H: 1.6762 3.2011 0.7085
C: 0.4261 0.3997 -1.0312
C: 1.1850 -1.1583 0.8245
H: -0.3912 0.9622 -1.6566
H: 1.2792 0.1562 -1.7225
H: 1.4124 -0.1133 1.1745
H: 2.0005 -1.6496 0.3769
H: 0.7539 -1.6338 1.6296
C: 0.0394 -0.9006 -0.2713
O: -1.2522 3.4207 -0.3103
C: -1.3899 -0.8855 0.4731
H: -1.9218 -0.3171 -0.2519

***

Number 1: E_LUMO 0.239 eV, HOMO level -7.865 eV, gap between HOMO and LUMO 8.10 eV. Number 2: E_LUMO 4.058 eV, HOMO level -2.308 eV, gap between HOMO and LUMO 6.37 eV. Number 3: E_LUMO 1.009 eV, HOMO level -8.711 eV, gap between HOMO and LUMO 9.72 eV. Number 4: E_LUMO 0.822 eV, HOMO level -8.199 eV, gap between HOMO and LUMO 9.02 eV. Number 5: E_LUMO -0.869 eV, HOMO level -9.816 eV, gap between HOMO and LUMO 8.95 eV. Number 6: E_LUMO -4.320 eV, HOMO level -14.496 eV, gap between HOMO and LUMO 10.18 eV.